Formula: C45H116N4O21S7
Source: the OMol25 dataset
Level of theory: ωB97M-V/def2-TZVPD

```
193
Properties=species:S:1:pos:R:3:forces:R:3
C -1.541374 5.566551 -1.530633 0.3 0.1 -0.4
C -1.130709 5.455562 -3.005213 -1.0 0.1 -0.2
N 0.299773 5.396648 -3.183427 0.3 0.6 -0.4
C 0.643614 5.176402 -4.601748 -0.2 0.0 0.3
C 0.506209 3.724203 -4.985878 -0.1 -0.4 -0.3
C 0.939986 6.640466 -2.717676 0.7 -0.2 -0.8
C 2.426131 6.382942 -2.482167 -0.1 -0.2 0.0
H -2.555687 5.205907 -1.378854 0.0 -0.1 0.1
H -1.502564 6.601345 -1.193735 -0.2 0.0 0.0
H -0.821604 5.022002 -0.919673 -0.1 -0.3 0.1
H -1.598647 4.587020 -3.480024 0.3 -0.2 0.3
H -1.594864 6.285893 -3.580924 0.3 0.1 0.2
H 0.062687 5.830309 -5.281526 -0.1 -0.1 0.3
H 1.681044 5.463391 -4.770347 0.0 0.0 0.2
H 0.790787 3.593119 -6.033173 -0.1 0.0 0.0
H 1.166707 3.111976 -4.379421 0.2 0.0 0.1
H -0.488615 3.289505 -4.859895 -0.1 0.3 0.0
H 0.472110 7.011264 -1.813742 -0.1 -0.1 0.1
H 0.842847 7.409802 -3.507704 -0.2 0.1 0.3
H 2.943651 6.183147 -3.420474 0.1 0.1 0.0
H 2.537170 5.480993 -1.881013 0.1 0.1 0.2
H 2.938167 7.213540 -1.999151 -0.1 0.1 0.1
C 0.030206 -0.226629 7.913201 0.5 -0.8 -0.3
C -0.985315 -1.203133 7.341134 -0.2 0.5 -0.7
N -2.248628 -0.542799 7.004367 -0.4 -0.3 1.0
C -3.220256 -1.506109 6.472586 0.7 0.1 0.1
C -3.506314 -2.626706 7.438297 0.1 -0.2 0.4
C -2.095998 0.530232 6.073223 0.7 0.1 -1.1
C -3.358745 1.324815 5.832913 -0.4 0.6 -0.1
H -0.399433 0.371480 8.710817 0.0 0.2 0.0
H 0.469624 0.373506 7.118148 -0.1 0.4 0.2
H 0.865831 -0.810745 8.310657 -0.1 0.1 0.2
H -0.596124 -1.679013 6.419018 0.2 0.0 0.3
H -1.169098 -2.003618 8.048654 -0.1 0.0 0.1
H -4.143688 -0.976221 6.254934 0.0 0.0 -0.2
H -2.766198 -1.900042 5.550089 -0.6 -0.1 -0.1
H -4.339487 -3.239344 7.099184 0.0 0.0 0.0
H -2.639934 -3.274694 7.560025 -0.1 -0.2 -0.1
H -3.734672 -2.221095 8.427711 -0.1 0.0 -0.1
H -1.733925 0.137316 5.082979 -0.2 -0.1 0.2
H -1.277546 1.201468 6.338604 -0.2 0.0 0.5
H -3.927118 1.529973 6.744088 0.2 -0.2 0.1
H -4.040235 0.863124 5.123287 0.0 -0.1 -0.1
H -3.097356 2.297940 5.415020 0.0 0.1 -0.1
C 3.361171 -2.390419 0.581811 0.2 0.3 0.2
C 4.438453 -3.173384 -0.167481 0.0 1.1 -0.2
N 3.995713 -4.498888 -0.465356 -0.2 -0.6 -0.8
C 4.783801 -5.245710 -1.439673 -0.2 0.2 -0.5
C 4.746412 -4.686972 -2.874970 0.6 0.2 0.5
C 3.693720 -5.277898 0.703909 -0.4 -0.3 0.6
C 4.866671 -5.604990 1.623612 0.0 -0.1 0.3
H 2.399084 -2.427192 0.070211 0.0 -0.2 0.0
H 3.626404 -1.333001 0.647262 0.1 0.0 0.0
H 3.245233 -2.729002 1.615333 -0.1 0.0 -0.1
H 4.616023 -2.650646 -1.113984 0.0 -0.1 0.0
H 5.400768 -3.108994 0.379009 -0.1 -0.2 0.0
H 5.828887 -5.360390 -1.109986 0.0 -0.2 -0.1
H 4.316101 -6.231136 -1.520329 0.2 -0.1 0.4
H 5.053544 -5.472196 -3.568236 -0.1 0.0 0.0
H 3.756217 -4.324928 -3.139553 -0.1 -0.1 0.0
H 5.476588 -3.884625 -3.015502 -0.2 0.1 0.0
H 3.209239 -6.215577 0.413074 0.1 0.0 -0.3
H 2.915506 -4.749529 1.262746 0.1 -0.1 0.1
H 5.728210 -5.979259 1.070870 0.0 -0.1 0.0
H 4.552685 -6.381600 2.325244 0.1 0.0 0.0
H 5.200546 -4.750811 2.215528 0.0 0.1 -0.1
C 4.057493 2.344933 -4.239785 -0.2 -0.1 -0.3
C 4.052913 0.819181 -4.407378 0.0 0.6 0.1
N 2.719854 0.270466 -4.539056 -0.7 0.0 0.6
C 2.654309 -1.162829 -4.255714 -0.1 0.0 0.6
C 3.438415 -2.036839 -5.221445 -0.1 -0.6 -0.4
C 2.058539 0.620757 -5.783324 0.0 -0.4 -0.7
C 0.627947 0.111970 -5.899962 0.0 -0.1 0.3
H 3.414545 2.640125 -3.408133 0.0 0.0 0.0
H 3.688676 2.845146 -5.138593 0.0 0.0 0.1
H 5.058931 2.735284 -4.052309 0.0 -0.1 0.0
H 4.673634 0.539552 -5.274135 0.2 0.0 0.2
H 4.494592 0.417607 -3.488750 0.1 -0.3 -0.2
H 1.605865 -1.470200 -4.242779 0.1 0.0 -0.2
H 2.914841 -1.347416 -3.202941 0.5 0.2 -0.2
H 3.619966 -3.038713 -4.834816 -0.2 0.0 0.2
H 4.424223 -1.665095 -5.499963 -0.1 0.3 0.1
H 2.859531 -2.178821 -6.138248 0.1 0.1 -0.1
H 2.022028 1.698195 -5.920065 0.3 0.0 0.2
H 2.616060 0.208628 -6.652109 0.0 0.2 0.1
H 0.581424 -0.975458 -5.836581 -0.1 0.0 -0.2
H -0.001960 0.506588 -5.099932 0.0 0.1 0.0
H 0.215610 0.404254 -6.864635 0.0 0.1 0.0
O 6.226452 3.856908 0.675880 0.4 0.2 1.1
S 5.570387 3.499123 -0.523950 0.1 -0.7 -0.5
O 4.811242 4.451159 -1.236853 -0.5 0.5 -0.6
O 6.647314 2.952203 -1.538926 -0.1 0.1 -0.3
C 7.538259 1.916743 -1.094467 0.7 -0.3 0.1
C 7.213108 0.600873 -1.780797 -0.1 -0.1 -0.1
C 4.619192 2.039741 -0.245758 -0.1 0.5 0.3
H 7.546632 1.864219 -0.003460 -0.2 -0.1 0.0
H 8.540118 2.251155 -1.364175 -0.1 0.0 -0.2
H 6.358015 0.082654 -1.342086 0.0 0.1 0.0
H 8.052182 -0.095664 -1.737577 0.1 0.2 0.1
H 7.000241 0.785342 -2.835156 0.0 0.0 0.0
H 3.760628 2.346127 0.347844 0.0 -0.1 0.0
H 5.262747 1.383656 0.330004 -0.2 -0.3 0.0
H 4.306287 1.648406 -1.207375 0.0 -0.2 0.0
O -4.436764 6.865283 -0.449327 0.2 0.2 -1.0
S -4.523936 6.508975 0.912925 -0.9 0.4 0.0
O -4.738179 5.162365 1.301188 -0.2 -1.3 0.2
O -3.233582 7.019312 1.601750 1.1 0.1 0.6
C -2.888447 6.419050 2.877414 -0.2 0.5 1.0
C -1.955569 7.345095 3.630342 0.4 -0.8 -0.2
C -5.747677 7.523754 1.663334 0.4 -0.2 -0.1
H -2.444708 5.439293 2.740675 0.0 -0.1 -0.3
H -3.785578 6.296147 3.496382 -0.1 -0.1 -0.4
H -1.803517 6.902394 4.617691 -0.1 0.2 0.1
H -2.365170 8.343494 3.735045 0.1 0.1 -0.1
H -0.966308 7.332053 3.170164 -0.1 0.4 -0.1
H -5.769610 7.265975 2.717003 -0.2 0.2 0.1
H -6.682768 7.291504 1.167204 -0.2 0.1 0.1
H -5.416348 8.539275 1.477185 -0.3 0.2 0.1
O -8.010806 0.611860 2.050625 -0.8 -0.2 0.4
S -6.706359 1.038619 1.693412 -0.7 0.1 -0.6
O -5.676604 1.075698 2.655545 0.6 0.1 0.7
O -6.182079 0.111874 0.532034 0.4 -0.1 0.0
C -7.097426 -0.228483 -0.497673 -1.4 0.2 -1.6
C -6.668395 -1.506898 -1.157196 -0.1 -1.0 0.9
C -6.843923 2.566784 0.854918 0.6 -0.3 -0.7
H -7.226830 0.587539 -1.230247 0.8 0.0 0.2
H -8.129795 -0.330622 -0.149968 0.3 -0.3 0.7
H -7.421121 -1.886809 -1.847015 0.1 0.4 -0.3
H -6.661210 -2.282564 -0.378034 0.3 0.1 -0.1
H -5.680010 -1.489218 -1.606853 -0.1 0.2 -0.1
H -7.626285 2.446260 0.110563 -0.5 0.3 0.4
H -5.936662 2.702551 0.264972 0.2 0.3 0.4
H -6.971228 3.337868 1.601227 -0.2 0.3 -0.1
O -4.601518 -4.338480 0.817750 -0.7 -0.8 0.5
S -3.516022 -3.552412 0.376621 -0.4 1.4 -0.4
O -2.169925 -3.976088 0.503525 1.1 -0.5 0.5
O -3.801883 -3.297396 -1.140500 0.0 -0.4 -0.9
C -2.844790 -2.529505 -1.874258 1.4 0.2 -0.3
C -3.352971 -2.348213 -3.271052 -1.1 0.2 0.2
C -3.705670 -1.882035 0.962358 1.0 -0.6 0.1
H -1.871459 -3.015182 -1.995142 -0.3 -0.6 0.5
H -2.578582 -1.615764 -1.339027 -0.7 0.1 -0.2
H -3.476483 -3.325969 -3.734532 0.3 0.0 -0.1
H -2.682983 -1.707017 -3.836294 0.0 -0.1 -0.1
H -4.359161 -1.913614 -3.255839 0.2 0.2 -0.1
H -2.704716 -1.456603 1.006311 -0.1 0.0 0.1
H -4.121765 -1.926472 1.960681 -0.3 0.2 0.0
H -4.285702 -1.381019 0.203082 -0.4 0.2 0.3
O 0.395243 -4.841500 -3.566242 0.3 0.5 -0.6
S -0.219064 -5.423305 -2.420964 0.5 0.2 0.3
O -1.622272 -5.435428 -2.298150 -1.1 -0.1 0.0
O 0.231011 -6.925307 -2.326831 0.2 -0.5 -0.2
C 1.623196 -7.206293 -2.546672 0.8 -0.6 0.4
C 1.750100 -8.624952 -3.114409 0.2 0.7 1.1
C 0.527808 -4.749923 -0.989223 0.2 0.2 -0.6
H 2.133667 -7.159800 -1.571436 -0.2 -0.1 -0.1
H 2.114469 -6.432534 -3.141731 -0.4 -0.1 -0.4
H 1.315372 -9.301613 -2.377163 -0.3 -0.1 -0.3
H 2.809216 -8.891001 -3.121920 0.0 0.1 -0.5
H 1.269338 -8.703668 -4.081116 0.1 -0.2 -0.1
H 0.156071 -5.298447 -0.133443 0.0 0.2 0.2
H 0.275042 -3.689683 -0.991095 -0.2 0.0 0.3
H 1.605381 -4.831377 -1.148805 0.0 0.0 0.3
O -0.788123 -4.111325 5.218592 -0.4 0.3 0.7
S -0.753128 -3.379226 4.003837 1.0 -1.3 -1.5
O -1.833762 -2.624326 3.464161 -0.9 0.0 0.5
O 0.512753 -2.425121 4.058348 -0.4 0.3 0.6
C 0.419435 -1.310906 3.174566 1.0 1.4 -1.1
C 1.314710 -0.200432 3.668836 0.4 0.0 1.0
C -0.199441 -4.486055 2.738353 0.1 0.1 0.4
H -0.588852 -0.929349 3.059140 -0.1 -0.4 0.1
H 0.805042 -1.594572 2.187587 -0.3 -0.3 0.0
H 1.440227 0.607052 2.946892 -0.1 -0.2 -0.3
H 2.299598 -0.609305 3.917405 0.0 0.2 -0.1
H 0.930730 0.272083 4.579399 -0.1 -0.2 0.0
H 0.640839 -5.038974 3.150544 0.0 -0.1 0.0
H 0.122517 -3.871273 1.901413 -0.2 -0.1 -0.2
H -1.020752 -5.146247 2.481751 0.0 0.0 -0.2
O 0.271786 -1.091470 -0.252881 0.2 -0.8 -0.1
S -0.478141 0.104752 -0.397019 0.4 0.4 0.7
O -1.416697 0.281617 -1.437210 -0.6 0.0 -1.3
O -1.230162 0.284644 0.953888 -0.3 0.3 0.7
C -1.925055 1.551639 1.152604 -0.5 0.0 0.4
C -2.856562 1.368786 2.325661 0.0 -0.4 -0.3
C 0.607849 1.464296 -0.392826 0.8 0.1 -0.3
H -2.527493 1.801956 0.275540 0.3 -0.1 -0.1
H -1.171315 2.317298 1.315805 0.1 0.1 0.0
H -3.334557 2.313887 2.586162 0.0 0.0 0.0
H -2.360225 0.957692 3.204512 0.1 0.1 0.0
H -3.638393 0.667198 2.024348 0.2 0.2 0.2
H 0.973853 1.659638 0.613022 0.0 -0.1 0.0
H 0.087020 2.317336 -0.797519 0.0 0.3 -0.1
H 1.438617 1.176371 -1.043249 -0.1 0.2 0.0
```
Forces are in eV/Å.

Results
Multiplicity = 1
Frontier orbital gap = 7.94 eV
SMILES string = CCOS(C)(=O)=O.CCOS(C)(=O)=O.CCOS(C)(=O)=O.CCOS(C)(=O)=O.CCOS(C)(=O)=O.CCOS(C)(=O)=O.CCOS(C)(=O)=O.CCN(CC)CC.CCN(CC)CC.CCN(CC)CC.CCN(CC)CC
Highest occupied orbital energy = -7.97 eV
Total energy = -6370.38899 hartree
Energy above the lowest of the compared OMol25 structures with the same formula, charge and spin = 0.0 kcal/mol